Entry 1:
The following is a DFT calculation (ωB97M-V with the def2-TZVPD basis set) of 15 unconnected molecules or ions with the total composition C75H75N15 at a distorted geometry.

Element x y z (Å)
N -4.0301 0.2477 6.1061
C -3.2185 -0.6983 6.7189
C -2.3076 -1.4927 5.9655
C -2.2394 -1.2776 4.6034
C -3.1228 -0.3957 3.8881
C -4.0205 0.3862 4.7298
H -3.3619 -0.8065 7.7838
H -1.6551 -2.2161 6.4317
H -1.4498 -1.8702 4.1654
H -3.0722 -0.2502 2.8191
H -4.6996 1.1910 4.4902
N -1.3813 5.2887 -1.1000
C -1.5995 3.9391 -0.8031
C -0.6326 3.2569 -0.0457
C 0.5571 3.8820 0.4347
C 0.6756 5.2554 0.1577
C -0.3302 5.9484 -0.5246
H -2.4457 3.4217 -1.2305
H -0.8285 2.2025 0.0816
H 1.2220 3.3492 1.0983
H 1.5287 5.8077 0.5233
H -0.2659 6.9727 -0.8607
N -8.2250 0.7211 4.0988
C -7.3127 -0.1299 3.4425
C -6.7857 0.2346 2.2506
C -7.3554 1.2885 1.5633
C -8.3679 2.0550 2.0475
C -8.7816 1.7211 3.3538
H -7.0525 -1.0530 3.9392
H -6.0961 -0.4448 1.7716
H -7.1474 1.5740 0.5427
H -8.9157 2.7728 1.4550
H -9.6282 2.2504 3.7655
N 2.1932 2.9269 -5.2116
C 1.1092 2.6464 -5.9876
C -0.1772 2.9469 -5.5297
C -0.3521 3.7485 -4.4224
C 0.7826 4.0096 -3.6461
C 2.0434 3.6404 -4.0989
H 1.1958 2.0927 -6.9108
H -1.0638 2.5822 -6.0271
H -1.3264 4.1008 -4.1173
H 0.7728 4.6614 -2.7850
H 2.8735 3.9177 -3.4661
N 6.8720 2.5911 -3.2223
C 7.1591 3.8473 -3.6188
C 6.7758 4.3879 -4.8450
C 6.2348 3.4757 -5.7777
C 6.0247 2.1318 -5.4034
C 6.3394 1.7431 -4.1283
H 7.6617 4.4385 -2.8677
H 6.9223 5.3673 -5.2760
H 5.9164 3.8056 -6.7556
H 5.4648 1.5343 -6.1076
H 6.1874 0.7397 -3.7590
N 3.9307 -2.8861 5.1234
C 2.9786 -2.2258 4.3726
C 1.6848 -2.6980 4.1773
C 1.3013 -3.8883 4.8579
C 2.2399 -4.5482 5.6680
C 3.5363 -4.0439 5.7680
H 3.3680 -1.2939 3.9901
H 0.9253 -2.1322 3.6582
H 0.2960 -4.2612 4.9871
H 1.9807 -5.4308 6.2339
H 4.3722 -4.5881 6.1821
N 2.5625 -4.2848 0.3902
C 1.8788 -4.3739 -0.8112
C 2.0793 -3.5855 -1.9283
C 3.0031 -2.5510 -1.8376
C 3.8373 -2.5263 -0.7238
C 3.5748 -3.3803 0.3483
H 1.1730 -5.1904 -0.7708
H 1.5661 -3.6205 -2.8780
H 3.1098 -1.8598 -2.6606
H 4.5400 -1.7062 -0.7322
H 4.1829 -3.3353 1.2397
N -4.7692 -2.8607 1.0915
C -5.6108 -2.9037 -0.0146
C -5.4837 -3.9284 -0.9743
C -4.4604 -4.8350 -0.9141
C -3.4834 -4.6231 0.0862
C -3.6964 -3.7327 1.1196
H -6.3763 -2.1425 -0.0475
H -6.1886 -4.0374 -1.7853
H -4.2521 -5.6102 -1.6366
H -2.6610 -5.3192 0.1595
H -2.9873 -3.5319 1.9090
N -3.2249 1.1146 -2.1940
C -3.1724 1.0363 -3.5276
C -4.2993 0.8163 -4.3338
C -5.5239 0.7449 -3.7125
C -5.5874 0.9129 -2.3362
C -4.4365 1.1024 -1.6304
H -2.2244 0.9904 -4.0429
H -4.2176 0.6840 -5.4025
H -6.4295 0.6269 -4.2890
H -6.5542 0.9439 -1.8559
H -4.3849 1.3993 -0.5933
N 5.9169 1.8615 7.8441
C 6.9271 2.4661 7.1781
C 7.2862 2.0982 5.8120
C 6.5218 1.1517 5.1786
C 5.5487 0.4573 5.8340
C 5.1968 0.8416 7.1576
H 7.4737 3.1184 7.8430
H 8.0921 2.6403 5.3397
H 6.8402 1.0308 4.1538
H 4.9198 -0.2615 5.3296
H 4.3348 0.4004 7.6359
N 4.8818 1.7587 2.0143
C 4.5810 3.0414 1.9318
C 4.4965 3.6787 0.6771
C 4.6269 2.8944 -0.4429
C 4.9339 1.5703 -0.4166
C 5.0589 1.0735 0.8782
H 4.4246 3.5209 2.8868
H 4.2296 4.7176 0.5513
H 4.3470 3.2527 -1.4225
H 5.0220 0.9695 -1.3097
H 5.2631 0.0387 1.1101
N -4.5612 -5.7409 -5.2880
C -5.7408 -5.4628 -5.9890
C -6.3414 -4.2220 -5.9014
C -5.7841 -3.2278 -5.1870
C -4.7350 -3.4788 -4.3826
C -4.0750 -4.7532 -4.4786
H -6.2083 -6.2301 -6.5882
H -7.2223 -4.1258 -6.5187
H -6.2504 -2.2701 -5.0086
H -4.4363 -2.6729 -3.7286
H -3.1037 -4.9775 -4.0631
N -0.9335 -2.7128 -4.9250
C -0.2376 -3.7329 -5.4014
C 0.9477 -3.6686 -6.0572
C 1.6356 -2.4413 -6.0369
C 1.0455 -1.3335 -5.4884
C -0.2588 -1.4963 -4.9957
H -0.7566 -4.6694 -5.2597
H 1.3055 -4.4636 -6.6947
H 2.6411 -2.5101 -6.4250
H 1.6082 -0.4120 -5.4641
H -0.8403 -0.6816 -4.5901
N -0.2772 -0.8461 1.0599
C -0.7285 -0.6746 -0.2102
C 0.0402 -0.1366 -1.1859
C 1.2594 0.4569 -0.7622
C 1.6744 0.3166 0.5581
C 0.9219 -0.3599 1.4175
H -1.7445 -1.0132 -0.3499
H -0.4770 0.0325 -2.1188
H 1.8812 0.9360 -1.5040
H 2.5221 0.9158 0.8561
H 1.2478 -0.4568 2.4426
N 1.7255 0.4666 5.7208
C 2.3432 1.3235 4.8814
C 1.6440 2.3256 4.1826
C 0.2998 2.3928 4.2192
C -0.3599 1.4387 5.0369
C 0.3752 0.4948 5.7519
H 3.4176 1.2712 4.7852
H 2.0600 3.0177 3.4654
H -0.2799 3.0751 3.6153
H -1.4223 1.2569 4.9673
H -0.1061 -0.1743 6.4499

Calculated values
gap between HOMO and LUMO = 0.3348 hartree
energy relative to the best compared isomer or geometry (same formula, charge and spin) = 459.4 kJ/mol
E_HOMO = -8.91 eV
molecular weight = 1186.5 g/mol

Entry 2:
The following is a DFT calculation (ωB97M-V with the def2-TZVPD basis set) of 14 unconnected molecules or ions with the total composition C76H109FN10O14 at a distorted geometry.

Element x y z (Å)
C -2.2624 1.6614 -1.6404
C -0.7697 1.4020 -1.8382
N -0.0167 1.4678 -0.4234
C -0.1294 2.8638 0.2535
C -0.5268 0.4189 0.5681
C -0.2366 -1.0474 -0.0743
C 1.4817 1.3214 -0.7275
C 2.4924 1.4093 0.4674
O 2.0365 0.7323 1.4660
C 2.9959 0.4095 2.4963
H -2.5256 2.5788 -1.1139
H -2.6755 0.8152 -1.0914
H -2.7883 1.4529 -2.5721
H -0.3461 2.1458 -2.5131
H -0.6152 0.3906 -2.2141
H 0.3816 3.6510 -0.3009
H 0.4678 2.6826 1.1472
H -1.1498 3.0539 0.5865
H -1.6113 0.4748 0.6632
H -0.2455 0.4229 1.6212
H -0.4268 -1.6612 0.8061
H 0.8092 -1.3544 -0.0629
H -0.8126 -1.4659 -0.8997
H 1.6948 2.1537 -1.3982
H 1.5900 0.3369 -1.1827
H 2.6831 2.4454 0.7473
H 3.3530 0.8040 0.1829
H 2.6532 -0.0827 3.4065
H 3.3922 1.3849 2.7784
H 3.8635 -0.0615 2.0341
F -1.5144 4.9430 -1.5268
C -0.6609 -5.7072 2.6746
C -0.6238 -4.9519 4.0669
N -0.4570 -3.5159 3.9088
C -0.6093 -2.7770 5.2029
C -0.9912 -1.3706 5.0304
C 0.8695 -3.2194 3.3309
C 2.1004 -3.5470 4.1707
H -1.4137 -5.4249 1.9387
H -0.8511 -6.7345 2.9856
H 0.3487 -5.6898 2.2641
H -1.6456 -4.9324 4.4460
H 0.0800 -5.4794 4.7107
H -1.5462 -3.1888 5.5782
H 0.3241 -2.8622 5.7594
H -0.2126 -0.6641 4.7426
H -1.9313 -1.1138 4.5422
H -1.0519 -1.0734 6.0774
H 0.8594 -2.1342 3.2297
H 1.0235 -3.6074 2.3239
H 2.2255 -4.4298 4.7976
H 2.1417 -2.7772 4.9413
H 3.0417 -3.4440 3.6308
C -8.6498 -0.4504 3.2040
C -8.1293 0.7488 2.2843
N -8.0450 0.2749 0.8345
C -7.1990 1.1514 -0.0263
C -5.7141 0.8744 0.2130
C -9.4602 0.2401 0.2000
C -9.3510 -0.6291 -1.1632
H -8.4996 -0.1796 4.2490
H -8.1178 -1.3945 3.0867
H -9.7135 -0.6732 3.1199
H -8.7491 1.6453 2.2712
H -7.2701 1.2604 2.7179
H -7.6702 1.1644 -1.0091
H -7.3981 2.1954 0.2156
H -4.9963 1.4292 -0.3912
H -5.6402 1.2190 1.2444
H -5.4678 -0.1466 -0.0786
H -9.9677 1.1963 0.0723
H -10.1826 -0.2888 0.8216
H -10.2733 -0.9685 -1.6347
H -8.7773 -1.5298 -0.9446
H -8.9349 -0.0607 -1.9950
O -3.9998 -3.9921 -3.2373
C -4.1896 -3.7899 -1.9668
N -3.1527 -3.2185 -1.3822
C -5.4850 -4.0909 -1.3550
H -2.9823 -3.3028 -0.3902
H -2.3804 -2.8904 -1.9444
H -6.1586 -4.2199 -2.2021
H -5.8981 -3.2810 -0.7537
H -5.5246 -4.9886 -0.7380
O 1.4433 5.6619 -2.0128
C 2.1418 4.7337 -2.2708
N 3.1614 4.4638 -1.4484
C 2.0180 3.9901 -3.6194
H 3.9717 3.8695 -1.5498
H 3.1303 4.9798 -0.5807
H 3.0200 3.9988 -4.0485
H 1.3773 4.4479 -4.3731
H 1.7258 2.9796 -3.3340
O -3.8715 2.9860 1.6250
C -4.5417 3.9764 1.6069
N -4.3517 4.8779 0.6721
C -5.6085 4.1024 2.6827
H -4.6445 5.8148 0.9101
H -3.5548 4.6879 0.0814
H -6.5590 4.3581 2.2146
H -5.5519 4.9754 3.3329
H -5.6976 3.1296 3.1664
O 4.5702 1.8528 -2.2633
C 5.4682 2.0578 -2.9488
N 5.3579 2.3942 -4.2142
C 6.9091 1.9640 -2.5414
H 6.0544 2.9889 -4.6401
H 4.4543 2.0392 -4.4926
H 7.5211 2.8440 -2.3440
H 7.4455 1.1883 -3.0880
H 6.9115 1.5577 -1.5299
O 1.0751 -2.3466 -3.2413
C 0.0925 -3.0450 -3.2643
N -1.0942 -2.4860 -3.4581
C 0.0815 -4.4870 -2.8383
H -1.8974 -3.0576 -3.6777
H -1.1602 -1.5312 -3.7806
H 1.0637 -4.8902 -2.5917
H -0.4537 -4.9769 -3.6518
H -0.4434 -4.7896 -1.9322
O -4.4333 3.1015 -3.2212
C -4.9898 2.4557 -4.0361
N -4.6978 2.6114 -5.3053
C -6.0455 1.4503 -3.8341
H -4.3803 3.5164 -5.6220
H -5.0065 1.9819 -6.0324
H -5.6746 0.5848 -3.2851
H -6.5000 1.0771 -4.7518
H -6.7751 1.8761 -3.1453
O 5.9627 2.2062 1.5377
C 6.5756 3.1937 1.9544
N 7.2398 3.2468 3.1062
C 6.6525 4.4807 1.1538
H 8.0013 3.9036 3.1999
H 7.0227 2.4960 3.7459
H 5.7240 4.5816 0.5918
H 7.4900 4.3651 0.4658
H 6.6563 5.3441 1.8191
C 2.6032 0.3980 -7.4671
C 2.5403 -0.0290 -8.8307
C 1.2778 -0.4544 -9.2365
C 0.1575 -0.5484 -8.3519
C 0.2487 -0.0597 -7.0675
C 1.5320 0.3650 -6.5905
C -0.9710 0.0866 -6.2118
O -0.8953 0.6803 -5.1476
C -2.2116 -0.7440 -6.6380
C -3.3241 -0.9059 -5.7257
C -4.3896 -1.7026 -6.1337
C -4.4568 -2.2344 -7.4208
C -3.4616 -2.0189 -8.3540
C -2.2808 -1.2833 -7.9615
C -1.2207 -0.9542 -8.9475
O -1.4271 -1.0079 -10.1903
H 3.5647 0.8358 -7.2428
H 3.4407 0.1602 -9.3962
H 1.1758 -0.8007 -10.2544
H 1.7586 0.6140 -5.5643
H -3.3732 -0.4951 -4.7281
H -5.1371 -1.9078 -5.3817
H -5.2981 -2.9031 -7.5273
H -3.5268 -2.3885 -9.3667
C 0.0576 2.9411 4.1653
C -0.0792 2.0333 5.2246
C 0.9699 1.8423 6.0387
C 2.1876 2.6118 5.8847
C 2.4094 3.4918 4.8117
C 1.3177 3.6197 3.9536
C 3.7030 4.2136 4.5598
O 3.7421 5.1650 3.6475
C 4.8284 3.8867 5.4968
C 6.0150 4.5967 5.3310
C 7.0159 4.3565 6.2483
C 6.8271 3.5671 7.3576
C 5.7373 2.8056 7.4240
C 4.6198 2.9673 6.5682
C 3.2678 2.3456 6.8085
O 3.1075 1.6100 7.8007
H -0.8002 2.9334 3.5091
H -0.8979 1.3879 5.5066
H 1.0449 0.9597 6.6564
H 1.3732 4.2604 3.0859
H 6.0983 5.2281 4.4588
H 7.8773 4.9907 6.0995
H 7.6080 3.4981 8.1006
H 5.7660 2.0826 8.2258
C 3.4497 -7.4908 3.5142
C 4.6207 -7.1461 4.0816
C 5.4260 -6.1830 3.5477
C 5.0722 -5.5440 2.3491
C 3.7671 -5.8643 1.7666
C 3.0038 -6.8632 2.3399
C 3.1727 -5.0894 0.6138
O 2.2234 -5.5259 -0.0040
C 3.7472 -3.7273 0.3089
C 3.2283 -2.9623 -0.7320
C 3.8688 -1.6719 -1.1150
C 4.8630 -1.2441 -0.2410
C 5.4993 -2.1149 0.6156
C 4.9587 -3.3701 0.9590
C 5.7861 -4.3274 1.7643
O 6.8107 -3.9405 2.3301
H 2.7529 -8.2422 3.8552
H 4.7980 -7.7232 4.9771
H 6.3161 -5.9468 4.1118
H 1.9856 -7.1221 2.0896
H 2.4221 -3.1883 -1.4142
H 3.6085 -0.9517 -1.8766
H 5.4217 -0.3253 -0.3419
H 6.4055 -1.7251 1.0551

Calculated values
<S²> = 0.75
charge = +1
spin multiplicity = 2
gap between HOMO and LUMO (spin up / spin down) = 0.2521 / 0.1494 hartree
E_HOMO (spin up / spin down) = -10.06 / -10.06 eV
molecular weight = 1405.8 g/mol